[1]
A 2-piece molecular cluster, C3H9NO3S overall. Source: OMol25; level of theory: ωB97M-V/def2-TZVPD.

Last column: Löwdin charge in e.
Atoms and positions in Å:
N: 0.91649 -0.82581 0.01152  0.06
C: -0.12448 0.12881 0.31094  -0.40
C: -1.16069 -0.37717 1.29352  -0.53
S: -0.45008 -0.84530 2.88411  0.72
C: -0.77771 0.53708 -1.00922  -0.48
O: -1.82064 0.11588 -1.43547  0.12
O: -0.01340 1.40136 -1.71166  0.08
H: 0.65627 -1.78319 -0.12927  0.10
H: 1.86804 -0.52164 -0.03762  0.08
H: 0.33776 1.03835 0.69298  0.15
H: -1.67410 -1.22214 0.83630  0.08
H: -1.88994 0.40237 1.47772  0.08
H: 0.76654 -1.16075 2.43592  -0.16
H: -0.38000 1.50464 -2.61095  0.15
O: 2.65982 0.92453 -2.70734  -0.07
H: 2.00195 1.14614 -2.03099  0.00
H: 2.68316 -0.03925 -2.70151  0.03

Results
* total energy: -798.3805 hartree
* SMILES: N[C@H](CS)C(=O)O.O
* E_LUMO: 0.504 eV
* E_HOMO: -9.2 eV
* charge: 0
* 2S+1: 1
* gap between HOMO and LUMO: 9.7 eV

[2]
One molecule with the formula C5H12N2O. Source: OMol25; level of theory: ωB97M-V/def2-TZVPD.

Last column: Löwdin charge in e.
Atoms and positions in Å:
C: 0.37465 -1.82368 0.73080  -0.07
C: 1.12939 -0.70065 1.72483  -0.29
N: 1.46131 0.43550 0.93759  -0.14
C: 0.20922 1.27633 0.42243  -0.12
C: 0.07027 0.92741 -1.20340  -0.14
N: -1.42629 0.89652 -1.31202  0.02
C: -2.09019 -0.13658 -1.92461  -0.42
O: -3.23840 -0.14606 -2.10838  0.06
H: -0.37720 -1.38978 0.07084  0.03
H: 0.07033 -2.62431 1.37353  0.03
H: 1.22464 -2.39916 0.19880  0.09
H: 2.07481 -1.14982 2.21737  0.13
H: 0.35026 -0.39500 2.47903  0.09
H: 2.20951 1.00684 1.38130  0.10
H: -0.66676 1.16867 1.03861  0.08
H: 0.54958 2.36133 0.53169  0.11
H: 0.77192 0.18466 -1.49816  0.08
H: 0.59051 1.78462 -1.81458  0.13
H: -1.86324 1.61001 -0.82711  0.10
H: -1.42431 -0.88685 -2.41855  0.14

Results
* total energy: -382.3755 hartree
* SMILES: CCNCCNC=O
* E_LUMO: 0.911 eV
* E_HOMO: -8.7 eV
* charge: 0
* 2S+1: 1
* gap between HOMO and LUMO: 9.6 eV

[3]
One molecule with the formula C2H3NO3. Source: OMol25; level of theory: ωB97M-V/def2-TZVPD.

Last column: Löwdin charge in e.
Atoms and positions in Å:
O: 1.22432 1.24113 0.20556  0.06
C: 0.02621 1.28971 -0.12468  -0.14
C: -0.83988 0.14771 -0.21425  -0.29
O: -2.14055 0.00701 0.20529  -0.06
N: -0.16604 -1.04045 -0.05524  0.04
O: 1.20188 -1.24318 -0.08675  0.02
H: -0.25756 2.32341 -0.63193  0.17
H: -0.71254 -1.81672 0.05688  0.12
H: 1.66417 -0.90863 0.64511  0.08

Results
* total energy: -358.3441 hartree
* SMILES: O=CC(=O)NO
* E_LUMO: -1.311 eV
* E_HOMO: -10.1 eV
* charge: 0
* 2S+1: 1
* gap between HOMO and LUMO: 8.8 eV

[4]
A 7-piece molecular cluster, C38H88N2O12 overall. Source: OMol25; level of theory: ωB97M-V/def2-TZVPD.

Last column: Löwdin charge in e.
Atoms and positions in Å:
C: -2.04046 2.75802 4.79278  -0.03
C: -1.83425 1.38591 5.33269  -0.55
C: -2.46771 1.32790 6.71997  -0.04
C: -2.60761 0.43566 4.40898  -0.09
C: -1.92145 -0.01025 2.98423  -0.13
C: -0.49663 -0.36634 3.19727  -0.16
C: 0.33720 0.53485 4.17234  -0.41
C: 1.50260 -0.29069 4.66087  -0.06
C: 0.92446 1.72906 3.36054  -0.01
N: -0.42934 0.94077 5.36114  -0.15
O: 0.23746 1.64063 6.29054  0.01
H: -3.06570 2.97299 4.49149  0.09
H: -1.83336 3.43157 5.62438  0.09
H: -1.33391 2.89670 3.97444  0.08
H: -2.17989 0.35035 7.10681  0.08
H: -2.04537 1.96310 7.49858  0.08
H: -3.54962 1.41137 6.61692  0.09
H: -2.62990 -0.48211 4.99662  0.10
H: -3.64259 0.67820 4.16799  0.11
H: -2.45188 -0.73718 2.36915  0.11
H: -1.98208 0.88362 2.36343  0.07
H: -0.00133 -0.25834 2.23232  0.06
H: -0.46560 -1.41254 3.50158  0.13
H: 2.03661 0.26547 5.43134  0.09
H: 2.27097 -0.66796 3.98605  0.06
H: 1.21179 -1.16245 5.24702  0.10
H: 1.83880 1.55334 2.79382  0.05
H: 1.13410 2.54045 4.05755  0.10
H: 0.22089 2.16857 2.65349  0.06
H: 0.50041 0.83505 6.74167  0.11
C: 2.57815 -0.34049 1.97833  -0.07
C: 1.82791 -0.31992 0.68624  -0.36
C: 2.92582 -0.62572 -0.46232  0.00
C: 0.86967 -1.60386 0.76551  -0.12
C: -0.06346 -1.71984 -0.40778  -0.15
C: -0.92367 -0.46732 -0.48775  -0.11
C: -0.08563 0.89098 -0.49301  -0.37
C: 0.38687 1.16578 -1.91627  -0.03
C: -1.06255 1.93797 0.04912  -0.04
N: 0.96666 0.88268 0.56303  -0.14
O: 1.66876 2.05598 0.52110  0.01
H: 3.11466 0.54982 2.30635  0.10
H: 1.80859 -0.52287 2.72842  0.02
H: 3.35387 -1.10117 1.89058  0.08
H: 2.59248 -0.53090 -1.49575  -0.05
H: 3.92114 -0.18948 -0.37790  0.11
H: 3.17656 -1.68440 -0.39590  0.09
H: 1.50630 -2.48856 0.77517  0.07
H: 0.28330 -1.66256 1.68247  0.09
H: 0.58427 -1.67115 -1.28309  0.11
H: -0.67641 -2.62069 -0.43742  0.07
H: -1.63346 -0.47105 0.33947  0.10
H: -1.52244 -0.61811 -1.38598  0.05
H: 0.97262 2.07958 -2.01607  0.11
H: -0.52238 1.47944 -2.42910  0.07
H: 0.89126 0.23885 -2.18922  0.04
H: -0.69675 2.92238 -0.24283  0.05
H: -1.16448 1.87769 1.13267  0.08
H: -2.05116 1.83169 -0.39747  0.03
H: 1.34933 2.33773 1.38144  0.05
C: 4.79238 -2.99520 2.69926  -0.13
O: 3.61463 -3.01204 1.98405  -0.23
C: 2.70841 -4.06437 2.46550  -0.12
C: 2.12253 -4.74723 1.21546  -0.22
O: 3.13150 -5.31780 0.42649  -0.18
C: 2.55005 -5.81316 -0.76016  -0.10
H: 4.70713 -2.87524 3.77929  0.09
H: 5.48036 -2.25483 2.29104  0.10
H: 5.17198 -4.01584 2.65143  0.09
H: 1.83882 -3.61116 2.94143  0.12
H: 3.10567 -4.79643 3.16861  0.13
H: 1.50806 -4.08180 0.60906  0.09
H: 1.57990 -5.65430 1.48172  0.13
H: 3.25833 -6.51516 -1.20018  0.09
H: 2.45245 -4.95312 -1.42266  0.09
H: 1.62449 -6.35828 -0.57503  0.08
C: -3.31882 0.65334 -1.35008  -0.07
O: -3.58298 -0.06310 -2.58937  -0.14
C: -2.60508 -0.96800 -3.06034  -0.18
C: -1.34871 -0.27508 -3.70214  -0.21
O: -1.67434 0.23712 -4.94542  -0.15
C: -0.72110 1.12880 -5.51877  -0.08
H: -2.52633 1.38640 -1.50077  0.05
H: -3.11545 -0.05546 -0.54738  0.08
H: -4.20547 1.18529 -1.00512  0.11
H: -3.03147 -1.59622 -3.84240  0.13
H: -2.31831 -1.68761 -2.29350  0.10
H: -0.53152 -0.99543 -3.73969  0.12
H: -1.08825 0.60163 -3.10915  0.06
H: -0.67627 1.04188 -6.60437  0.11
H: 0.26365 1.06267 -5.05616  0.04
H: -1.23930 2.08085 -5.40402  0.09
C: -2.93208 5.89176 -3.04528  -0.14
O: -2.36217 4.69131 -2.73429  -0.20
C: -1.83365 4.49787 -1.40751  -0.18
C: -0.68723 5.41232 -0.97545  -0.18
O: 0.05247 4.89583 0.17435  -0.21
C: 1.17228 5.79832 0.43199  -0.07
H: -3.54466 6.13355 -2.17673  0.09
H: -3.63128 5.73828 -3.86727  0.09
H: -2.12601 6.59538 -3.25332  0.09
H: -1.56416 3.44809 -1.29164  0.07
H: -2.64166 4.75254 -0.72167  0.13
H: -1.09378 6.39929 -0.75478  0.12
H: -0.01120 5.44356 -1.82991  0.12
H: 1.67972 5.89928 -0.52738  0.08
H: 1.89577 5.32581 1.09634  0.09
H: 0.80220 6.76374 0.77715  0.09
C: -0.77296 -4.06937 -3.07347  -0.13
O: -1.88178 -4.69337 -2.53842  -0.19
C: -1.99044 -4.70436 -1.07999  -0.15
C: -3.48833 -4.95840 -0.80740  -0.14
O: -3.86758 -4.50873 0.49559  -0.18
C: -3.33010 -5.08590 1.60047  -0.17
H: -0.84737 -3.45690 -3.97204  0.09
H: 0.05564 -4.76788 -3.19010  0.09
H: -0.50419 -3.29712 -2.35270  0.05
H: -1.64815 -3.74236 -0.69857  0.08
H: -1.34540 -5.51695 -0.74573  0.12
H: -3.68933 -6.02962 -0.82110  0.12
H: -4.08577 -4.44113 -1.55814  0.13
H: -2.26131 -5.00350 1.79795  0.08
H: -3.48773 -6.16297 1.65683  0.09
H: -3.78649 -4.66969 2.49855  0.09
C: 2.68355 -0.05895 -3.03681  -0.14
O: 3.46895 -0.09116 -4.18472  -0.15
C: 3.63513 1.07169 -4.95619  -0.17
C: 2.32015 1.73626 -5.37076  -0.14
O: 1.79314 2.72657 -4.40593  -0.19
C: 0.76046 3.48024 -4.90988  -0.15
H: 3.17402 -0.66791 -2.27741  0.05
H: 1.61584 -0.20110 -3.20383  0.08
H: 2.79760 0.93087 -2.59480  0.12
H: 4.24429 0.85537 -5.83382  0.13
H: 4.19695 1.71457 -4.27858  0.13
H: 1.57241 0.94377 -5.40144  0.08
H: 2.28064 2.12567 -6.38806  0.13
H: 0.02152 3.11258 -5.62185  0.06
H: 1.39210 4.11252 -5.53385  0.09
H: 0.26058 4.03099 -4.11307  0.09

Results
* total energy: -2512.2307 hartree
* SMILES: CC1(C)CCCC(C)(C)N1O.CC1(C)CCCC(C)(C)N1O.COCCOC.COCCOC.COCCOC.COCCOC.COCCOC
* E_LUMO: 0.559 eV
* E_HOMO: -8.1 eV
* charge: 0
* 2S+1: 1
* gap between HOMO and LUMO: 8.6 eV

[5]
A 2-piece molecular cluster, C3H14Si3 overall. Source: OMol25; level of theory: ωB97M-V/def2-TZVPD.

Last column: Löwdin charge in e.
Atoms and positions in Å:
C: 1.95836 -1.18359 1.46646  -0.29
C: 2.04951 -0.30778 -1.61541  -0.31
C: -2.09086 1.61132 1.63082  -0.35
Si: -2.27658 -1.03904 -0.92726  0.34
Si: 1.85541 0.17501 0.17158  0.63
Si: -1.68794 0.95382 -0.15097  0.42
H: 2.95998 -1.54880 1.56274  0.01
H: 1.73964 -0.66464 2.40243  0.02
H: 1.39107 -2.04844 1.25868  0.00
H: 3.00814 -0.62701 -1.85985  -0.01
H: 1.37140 -1.15222 -1.77311  0.01
H: 1.76668 0.49343 -2.29717  0.02
H: -3.13966 1.65395 1.71160  -0.02
H: -1.80792 0.94406 2.46096  0.01
H: -1.61367 2.56294 1.90327  0.02
H: -1.02073 -1.84001 -0.94532  -0.13
H: -3.32619 -1.36895 -1.98812  -0.10
H: -2.95621 -1.70979 0.25128  -0.11
H: 3.02745 1.17237 0.57575  -0.04
H: -2.25127 2.18482 -0.88089  -0.10

Results
* total energy: -991.0209 hartree
* E_LUMO (spin up / spin down): -0.508 / -0.673 eV
* E_HOMO (spin up / spin down): -7.3 / -7.3 eV
* charge: 0
* 2S+1: 1
* gap between HOMO and LUMO (spin up / spin down): 6.8 / 6.6 eV

[6]
An isolated ion of composition C5H8N and charge +1. Source: OMol25; level of theory: ωB97M-V/def2-TZVPD.

Last column: Löwdin charge in e.
Atoms and positions in Å:
C: 1.05752 0.84781 -0.63753  -0.08
C: 0.42857 -0.16918 0.25068  -0.10
N: -1.09545 0.33422 0.38380  -0.05
C: -1.73886 0.33487 -0.91023  0.08
C: -2.19056 -0.70664 -0.28227  0.16
C: -1.97317 -0.43078 1.16069  -0.01
H: 0.75913 0.75444 -1.78339  0.13
H: 0.75337 1.80710 -0.41474  0.05
H: 2.19350 0.99289 -0.57986  0.13
H: 0.74851 -0.25226 1.24621  0.11
H: 0.31352 -1.19442 -0.01992  0.12
H: -1.66540 0.76334 -1.90845  0.16
H: -2.79633 0.13468 1.52275  0.14
H: -1.52281 -1.15627 1.82815  0.15

Results
* total energy: -249.6069 hartree
* SMILES: CC[N@@+]12C=C1C2
* E_LUMO: -5.218 eV
* E_HOMO: -15.6 eV
* charge: +1
* 2S+1: 1
* gap between HOMO and LUMO: 10.4 eV

Result set for relative energy (zero: lowest compared OMol25 entry of this formula, charge and spin): 0.590, 3.456, 5.049, 14.200, 2.231, 5.939 eV, one per record in the order listed.